1.
Below is a structure of composition C29H25BrN7PPt at a distorted geometry, with properties calculated with the ωB97M-V functional and the def2-TZVPD basis.

Properties
Multiplicity: 1
Net charge: +2
Highest occupied orbital energy (spin up / spin down) in eV: -14.016 / -14.018
Largest force on an atom in eV/A: 2.86
Kohn-Sham gap (spin up / spin down) in eV: 7.26 / 7.26

Last column: Löwdin charge in e.
Atoms and positions in Å:
Pt  0.025  0.070  0.280  0.907
N  2.372  0.206  -0.288  0.033
C  2.942  1.514  -0.131  -0.312
C  4.318  1.698  -0.082  -0.009
C  4.844  2.976  -0.005  -0.034
C  4.006  4.079  0.036  -0.035
C  2.635  3.902  0.028  -0.053
C  2.097  2.622  -0.056  -0.308
P  0.296  2.390  0.001  0.976
C  -0.211  3.480  1.357  -0.352
C  0.040  3.023  2.649  -0.101
C  -0.353  3.769  3.742  -0.053
C  -0.964  5.000  3.554  -0.043
C  -1.172  5.481  2.272  -0.045
C  -0.808  4.722  1.173  -0.077
C  -0.348  3.158  -1.503  -0.360
C  -1.701  3.503  -1.534  -0.120
C  -2.216  4.174  -2.627  -0.054
C  -1.394  4.467  -3.706  -0.043
C  -0.063  4.080  -3.700  -0.048
C  0.466  3.426  -2.601  -0.069
H  2.236  0.004  -1.282  0.111
H  2.997  -0.509  0.080  0.114
H  4.981  0.845  -0.122  0.123
H  5.913  3.109  0.011  0.122
H  4.421  5.073  0.087  0.122
H  1.973  4.751  0.098  0.121
H  0.583  2.096  2.774  0.075
H  -0.188  3.402  4.744  0.114
H  -1.275  5.586  4.405  0.119
H  -1.617  6.453  2.124  0.119
H  -0.974  5.111  0.180  0.105
H  -2.329  3.265  -0.685  0.107
H  -3.250  4.481  -2.636  0.116
H  -1.796  4.993  -4.557  0.118
H  0.567  4.303  -4.548  0.118
H  1.510  3.142  -2.586  0.108
N  -4.425  0.071  0.643  0.066
C  -3.418  -0.074  -0.232  -0.101
N  -2.284  -0.181  0.431  0.031
C  -2.658  -0.101  1.745  -0.302
N  -3.959  0.055  1.881  0.153
C  -1.703  -0.181  2.828  -0.189
C  -2.098  -0.165  4.180  -0.030
N  -1.211  -0.241  5.137  0.120
C  0.070  -0.323  4.833  -0.072
C  0.486  -0.326  3.503  -0.124
N  -0.404  -0.264  2.520  -0.022
H  -5.420  0.174  0.476  0.186
H  -3.540  -0.095  -1.296  0.142
H  -3.144  -0.113  4.453  0.131
H  0.774  -0.401  5.650  0.124
H  1.534  -0.365  3.236  0.118
Br  -0.284  -6.823  -0.438  0.846
C  -0.061  -4.952  -0.304  -0.650
C  -0.351  -4.113  -1.379  -0.073
C  -0.213  -2.748  -1.216  -0.126
N  0.198  -2.188  -0.077  -0.087
C  0.507  -2.998  0.937  -0.129
C  0.392  -4.371  0.878  -0.071
H  -0.677  -4.523  -2.321  0.117
H  -0.439  -2.080  -2.039  0.115
H  0.870  -2.527  1.840  0.097
H  0.649  -4.976  1.733  0.118



2.
Below is a structure of composition C29H26BN6O5S3Ta at a distorted geometry, with properties calculated with the ωB97M-V functional and the def2-TZVPD basis.

Properties
Multiplicity: 1
Highest occupied orbital energy in eV: -8.136
Largest force on an atom in eV/A: 1.52
Kohn-Sham gap in eV: 7.27

Last column: Löwdin charge in e.
Atoms and positions in Å:
Ta  0.424  -0.146  -0.997  1.386
O  3.193  1.810  3.742  0.059
C  2.877  0.515  3.944  -0.269
C  3.135  -0.005  5.213  -0.016
C  2.841  -1.322  5.498  -0.078
C  2.283  -2.158  4.531  -0.081
C  2.020  -1.646  3.278  -0.019
C  2.303  -0.313  2.962  -0.087
C  1.923  0.178  1.621  -0.424
O  1.299  -0.643  0.848  -0.220
N  2.221  1.391  1.246  0.067
N  1.808  1.550  -0.076  -0.111
C  2.170  2.666  -0.599  -0.036
C  2.004  3.037  -1.997  -0.139
C  2.435  4.276  -2.471  -0.028
C  2.358  4.564  -3.822  -0.079
C  1.869  3.605  -4.712  -0.063
C  1.444  2.364  -4.264  -0.003
C  1.505  2.110  -2.904  -0.308
O  1.084  0.947  -2.395  -0.400
H  3.014  2.029  2.799  0.074
H  3.571  0.651  5.954  0.117
H  3.051  -1.709  6.487  0.104
H  2.055  -3.190  4.757  0.102
H  1.565  -2.262  2.515  0.114
H  2.697  3.366  0.046  0.138
H  2.837  5.002  -1.775  0.116
H  2.687  5.526  -4.190  0.103
H  1.824  3.830  -5.770  0.107
H  1.061  1.604  -4.930  0.126
C  -2.125  2.803  -3.803  -0.020
N  -2.951  2.114  -2.824  -0.114
C  -4.033  2.685  -2.187  -0.041
C  -4.498  1.758  -1.322  -0.049
N  -3.706  0.636  -1.431  -0.019
B  -3.878  -0.623  -0.540  -0.416
N  -3.243  -0.302  0.886  0.024
C  -3.764  -0.913  2.002  -0.053
C  -3.023  -0.555  3.071  -0.036
N  -2.037  0.275  2.598  -0.103
C  -1.024  0.881  3.450  -0.007
C  -2.175  0.405  1.261  -0.609
S  -1.131  1.450  0.313  0.693
C  -2.760  0.870  -2.343  -0.720
S  -1.505  -0.196  -2.872  0.667
H  -2.760  3.491  -4.356  0.093
H  -1.687  2.074  -4.479  0.064
H  -1.326  3.354  -3.308  0.094
H  -4.367  3.680  -2.420  0.120
H  -5.328  1.789  -0.641  0.125
H  -3.330  -1.569  -1.028  0.066
H  -5.064  -0.793  -0.343  0.077
H  -4.622  -1.554  1.928  0.124
H  -3.093  -0.816  4.111  0.126
H  -0.373  0.105  3.844  0.093
H  -1.513  1.407  4.268  0.099
H  -0.442  1.586  2.863  0.055
O  -1.199  -2.977  1.269  0.122
C  -0.586  -2.783  0.255  -0.506
O  -0.639  -1.591  -0.369  -0.356
C  0.268  -3.789  -0.436  -0.136
C  0.010  -5.115  -0.092  -0.015
C  0.726  -6.154  -0.655  -0.073
C  1.728  -5.861  -1.570  -0.077
C  1.999  -4.549  -1.912  -0.131
C  1.276  -3.488  -1.360  -0.521
S  1.791  -1.891  -1.967  0.683
H  -0.769  -5.302  0.634  0.120
H  0.509  -7.178  -0.383  0.103
H  2.305  -6.658  -2.021  0.105
H  2.784  -4.334  -2.625  0.093



3.
Below is a structure of composition C29H26Cl5MoNO4P2S2, with properties calculated with the ωB97M-V functional and the def2-TZVPD basis.

Properties
Multiplicity: 2
Net charge: +3
Highest occupied orbital energy (spin up / spin down) in eV: -16.456 / -16.648
Largest force on an atom in eV/A: 0.79
Kohn-Sham gap (spin up / spin down) in eV: 5.08 / 5.65

Last column: Löwdin charge in e.
Atoms and positions in Å:
Mo  0.544  0.564  -0.384  1.071
Cl  -2.489  5.460  4.062  0.819
C  -1.790  4.144  3.255  -0.666
C  -1.562  4.234  1.868  -0.686
Cl  -1.975  5.626  0.983  0.798
C  -0.980  3.146  1.238  -0.561
Cl  -0.662  3.110  -0.463  0.814
C  -0.631  2.006  1.955  -0.407
O  -0.080  0.994  1.270  -0.365
C  -0.866  1.893  3.325  -0.610
Cl  -0.457  0.452  4.130  0.814
C  -1.448  2.983  3.977  -0.676
Cl  -1.741  2.898  5.649  0.798
O  1.791  1.145  -3.021  -0.082
N  0.509  0.929  -2.556  -0.203
C  -0.458  1.112  -3.387  -0.043
C  -1.871  0.835  -3.202  -0.224
C  -2.725  1.443  -4.125  0.019
C  -4.094  1.199  -4.090  0.000
C  -4.602  0.314  -3.158  0.005
C  -3.754  -0.318  -2.247  -0.033
C  -2.390  -0.059  -2.250  -0.310
P  -1.379  -0.982  -1.075  1.029
C  -2.392  -1.184  0.392  -0.369
C  -2.948  -0.045  0.985  -0.115
C  -3.722  -0.172  2.122  -0.047
C  -3.944  -1.431  2.676  -0.023
C  -3.402  -2.561  2.084  -0.027
C  -2.620  -2.445  0.942  -0.052
C  -0.882  -2.537  -1.800  -0.368
C  -1.158  -2.784  -3.148  -0.063
C  -0.754  -3.978  -3.727  -0.034
C  -0.083  -4.925  -2.969  -0.020
C  0.185  -4.688  -1.624  -0.036
C  -0.208  -3.499  -1.038  -0.153
H  1.780  1.154  -3.994  0.133
H  -0.180  1.516  -4.361  0.162
H  -2.318  2.107  -4.877  0.134
H  -4.747  1.684  -4.802  0.134
H  -5.662  0.098  -3.136  0.134
H  -4.181  -1.015  -1.538  0.127
H  -2.810  0.937  0.542  0.104
H  -4.170  0.705  2.569  0.124
H  -4.557  -1.531  3.562  0.128
H  -3.597  -3.540  2.500  0.127
H  -2.222  -3.336  0.477  0.104
H  -1.697  -2.062  -3.747  0.108
H  -0.972  -4.172  -4.768  0.125
H  0.224  -5.859  -3.420  0.128
H  0.689  -5.440  -1.032  0.126
H  -0.021  -3.346  0.018  0.086
C  4.436  0.613  4.255  -0.045
C  3.820  -0.323  3.258  -0.184
O  3.190  0.497  2.172  -0.304
P  3.324  0.261  0.649  0.016
S  1.927  -1.174  0.004  0.507
S  2.622  1.860  -0.335  0.481
O  4.699  -0.303  0.255  -0.289
C  6.049  0.361  0.427  -0.152
C  6.260  1.442  -0.590  -0.061
H  4.830  0.021  5.082  0.106
H  3.696  1.301  4.660  0.092
H  5.258  1.185  3.828  0.084
H  2.997  -0.902  3.670  0.125
H  4.540  -0.993  2.789  0.121
H  6.719  -0.484  0.304  0.138
H  6.081  0.708  1.458  0.115
H  6.090  1.073  -1.600  0.097
H  7.302  1.761  -0.523  0.107
H  5.640  2.319  -0.403  0.066



Which of these has the highest largest force on an atom?
C29H25BrN7PPt